one | Entry from OMol25: a 11-piece molecular cluster, H23O11 overall (the ωB97M-V functional and the def2-TZVPD basis).

The geometry in XYZ format:
```
34
H23O11 the ωB97M-V functional and the def2-TZVPD basis
O -0.73611 -0.45417 4.29158
H -0.49929 -0.08912 3.43385
H -0.05583 -0.05665 4.84984
O 4.44524 1.49442 -1.21190
H 5.19230 0.90042 -1.10642
H 4.55577 2.23017 -0.64107
O 1.30483 -0.54512 -2.91083
H 0.38165 4.00232 0.94011
H 3.08915 0.84386 -0.68277
O -0.62616 -3.53872 -0.39473
H 0.32481 -3.63156 -0.34289
H -2.51669 1.82091 1.50720
O -2.13022 -3.33454 -3.18144
H -3.00420 -3.21401 -2.77968
H -0.93872 -3.25736 -1.25784
O 0.77096 1.02013 1.48901
H 0.18596 1.84309 1.29365
H 2.11794 -0.13199 -3.19567
O -1.10404 -0.63171 1.25616
H 1.00391 -1.26445 -3.46577
O -1.60703 -0.18498 -1.71384
H -2.34522 0.43143 -1.83142
H -1.76037 -0.67427 -2.53534
O -3.13008 1.94005 2.21763
H -1.09830 -1.25863 0.51958
H -2.95041 1.47485 3.03756
O -0.20820 3.24819 0.84894
H 0.17905 0.20500 1.58929
H -1.02563 3.48119 1.30744
O 2.18472 0.55649 -0.37392
H 1.70952 0.12258 -1.10152
H 1.28261 1.01765 0.51256
H -1.59325 -3.22406 -2.38849
H -1.39868 -1.14142 2.02115
```

Summary:
Frontier orbital gap = 0.42630 Eh
Charge = +1

Atomic partial charges in e from the Mulliken method, atoms 1 to 4: -0.6080, 0.2852, 0.3270, -0.6866


two | Entry from OMol25: a 11-piece molecular cluster, H23O11 overall (the ωB97M-V functional and the def2-TZVPD basis).

The geometry in XYZ format:
```
34
H23O11 the ωB97M-V functional and the def2-TZVPD basis
O -0.26691 -2.01519 1.82134
H 0.44182 -3.58826 -0.14166
H 1.98768 -2.81256 0.19402
O -2.66315 1.94909 1.03438
H -0.12866 -1.10995 1.93220
H 0.65515 -2.06377 0.07813
O -0.77190 -4.40598 -0.29663
H -0.30113 1.04980 -0.09075
H 3.38129 2.44671 0.91194
O -0.92871 2.52197 -2.54840
H -1.70616 2.74507 -3.15933
H 2.25730 -1.49295 2.10737
O -3.55943 -1.55850 -0.62977
H 4.28308 1.45114 0.29537
H -2.02105 2.15571 0.47115
O 0.36845 -0.74248 -2.60738
H 0.60889 -0.36145 -3.48859
H -0.12622 -2.45445 2.69031
O 1.12805 -2.81362 -0.42879
H -1.40947 -3.82525 0.11972
O 1.99127 -1.17367 1.34764
H -1.01114 -3.84598 -1.01764
H -2.81944 2.73561 1.54618
O 0.30952 4.20943 2.01246
H 1.77710 -0.33309 1.15493
H -0.59759 4.32780 2.02027
O 0.45271 1.18997 0.57253
H 0.45476 4.98020 1.44025
H 1.10089 1.82873 0.17606
O 3.36672 1.57371 0.43230
H -0.12872 2.78614 -3.10041
H 1.19355 -1.01054 -2.25053
H -4.24790 -0.92440 -1.05724
H -3.07062 -1.41900 -1.54146
```

Summary:
Frontier orbital gap = 0.39779 Eh
Charge = +1

Atomic partial charges in e from the Mulliken method, atoms 1 to 4: -0.5773, 0.5801, 0.5050, -0.5556


three | Entry from OMol25: a 11-piece molecular cluster, H23O11 overall (the ωB97M-V functional and the def2-TZVPD basis).

The geometry in XYZ format:
```
34
H23O11 the ωB97M-V functional and the def2-TZVPD basis
O -1.91267 3.26128 1.53335
H 1.03764 -1.86249 2.36000
H -1.13970 0.27805 1.17924
O -2.67899 -2.73699 1.00747
H -1.91867 3.48940 2.35451
H 2.72405 -2.13595 2.38164
O -1.08598 -0.39035 -3.45911
H 3.28319 0.43931 -3.66762
H -2.27022 2.77067 -0.46065
O -0.78677 -1.17473 2.53762
H -1.10792 -2.09831 2.89893
H 1.91069 0.07051 -0.84342
O -0.57925 1.03675 0.93453
H -1.85156 3.63999 -1.59821
H -3.23277 -3.46945 0.80899
O 1.95617 0.83999 2.20361
H 2.16620 1.31503 1.36022
H -2.65511 3.73012 1.04878
O 1.99430 -1.74946 2.07657
H -0.95026 -0.33097 -4.36374
O 2.16560 0.88021 -0.17469
H -1.67789 -0.38748 -2.75235
H -2.37733 -2.07515 0.51104
O 0.34010 -3.23889 -2.09409
H 1.53282 1.53522 -0.32594
H -0.12650 -2.48424 -1.79472
O 3.27676 -0.05228 -2.86407
H 1.04302 -2.81308 -2.70111
H 3.97351 -0.57059 -3.17719
O -2.62396 3.07134 -1.39085
H -0.67348 -1.50267 1.57589
H 2.30079 -0.16638 1.74084
H 0.83548 0.85604 2.03024
H -0.89127 2.02556 1.12431
```

Summary:
Frontier orbital gap = 0.38798 Eh
Charge = +1

Atomic partial charges in e from the Mulliken method, atoms 1 to 4: -0.5704, 0.3880, 0.2712, -0.5530


Least stable of them? three.


one | Entry from OMol25: a 2-piece molecular cluster, C8H17N2 overall (the ωB97M-V functional and the def2-TZVPD basis).

The geometry in XYZ format:
```
27
C8H17N2 the ωB97M-V functional and the def2-TZVPD basis
C -1.24082 0.35072 -0.83606
C 0.96885 0.67138 -0.80025
C 2.03194 -2.78030 0.12386
C 2.25496 2.80305 -0.08314
C -3.56551 0.51393 -0.03278
C -1.65664 0.75361 1.49390
C 1.26120 -0.80222 -1.18227
C 0.92010 -1.76001 -0.00733
N 1.76100 1.57447 -0.49311
N -2.09180 0.50756 0.10390
H -1.56465 -0.18464 -1.74282
H 2.33853 -3.00435 -0.88960
H 1.48617 -3.64721 0.64084
H 2.90993 -2.43374 0.71140
H 2.91322 3.22131 -0.87052
H 2.82184 2.37890 0.73373
H 1.39569 3.45210 0.41701
H -3.81873 1.42735 0.54274
H -4.01398 0.47476 -1.08300
H -3.90667 -0.31643 0.53235
H -0.77302 1.33762 1.35436
H -2.40545 1.27802 2.20683
H -1.46541 -0.22533 1.93356
H 0.63439 -1.07368 -1.94343
H 2.23957 -0.94259 -1.60133
H 0.64309 -1.37696 0.98181
H -0.07777 -2.19734 -0.21064
```

Summary:
Frontier orbital gap = 0.33439 Eh
Charge = +1

Atomic partial charges in e from the Mulliken method, atoms 1 to 4: -0.2842, 0.2408, -1.2662, -0.7387


two | Entry from OMol25: a 2-piece molecular cluster, C8H17N2 overall (the ωB97M-V functional and the def2-TZVPD basis).

The geometry in XYZ format:
```
27
C8H17N2 the ωB97M-V functional and the def2-TZVPD basis
C -1.93105 1.11740 1.44156
C 0.38351 -2.09085 -0.43251
C 1.09853 -0.88685 0.14666
C -0.85582 1.40061 0.38620
C -1.13524 -2.19781 -0.55019
C 1.65718 -0.44240 1.39812
C -0.63633 2.80930 -0.12145
C 1.55615 -0.79646 -2.46531
N 1.05207 -1.03907 -1.12384
N -0.58513 1.11508 1.81678
H -2.73522 1.86518 1.89536
H -2.50283 0.19949 1.16228
H 0.85734 -3.14716 -0.33338
H -1.51260 -1.14514 -0.66830
H -1.53208 -2.57936 0.36457
H -1.41573 -2.78093 -1.40356
H 1.94353 -1.17327 2.07649
H -0.58830 0.55442 -0.25511
H 2.48560 0.22115 1.29973
H 0.13026 2.72858 -0.95978
H -0.18857 3.42452 0.66292
H -1.46356 3.39812 -0.47524
H 2.04867 0.16214 -2.56287
H 2.42289 -1.52944 -2.65413
H 0.80928 -1.09933 -3.11221
H -0.27278 1.90156 2.38002
H 0.91023 0.01053 2.08720
```

Summary:
Frontier orbital gap = 0.30779 Eh
Charge = +1

Atomic partial charges in e from the Mulliken method, atoms 1 to 4: -0.3142, -0.1082, 0.8505, 0.8922


Least stable of them? one.


one | Entry from OMol25: a 2-piece molecular cluster, C2H3N3 overall (the ωB97M-V functional and the def2-TZVPD basis).

The geometry in XYZ format:
```
8
C2H3N3 the ωB97M-V functional and the def2-TZVPD basis
C -2.15227 -0.59086 0.12138
C -1.93522 0.57382 -0.08694
N 3.45162 0.55425 0.26443
N 2.37198 0.24980 0.10121
N 1.26894 -0.15663 0.08082
H -2.56357 -1.54297 0.35152
H -1.27890 1.41194 -0.02780
H 0.83741 -0.49935 -0.80461
```

Summary:
Frontier orbital gap = 0.40902 Eh

Atomic partial charges in e from the Mulliken method, atoms 1 to 4: -0.4206, -0.2957, -0.4275, 0.6792


two | Entry from OMol25: a 2-piece molecular cluster, C2H3N3 overall (the ωB97M-V functional and the def2-TZVPD basis).

The geometry in XYZ format:
```
8
C2H3N3 the ωB97M-V functional and the def2-TZVPD basis
C -1.20653 0.61360 -0.05423
C 1.88728 -0.74639 -0.42071
N -0.76782 1.66817 -0.13639
N 1.93728 0.24210 0.20485
N -1.45735 -0.65468 -0.00810
H 2.10254 1.12638 0.67496
H -0.67717 -1.10502 0.47090
H -1.81823 -1.14416 -0.73128
```

Summary:
Frontier orbital gap = 0.40774 Eh

Atomic partial charges in e from the Mulliken method, atoms 1 to 4: 0.4239, -0.1929, -0.4346, -0.1386


Least stable of them? one.


one | Entry from OMol25: C5H6BrF as an isolated structure (the ωB97M-V functional and the def2-TZVPD basis).

The geometry in XYZ format:
```
13
C5H6BrF the ωB97M-V functional and the def2-TZVPD basis
C -1.50321 0.07652 0.40341
C -0.64874 -0.42942 -0.67623
C -0.31272 0.68690 1.00965
C 0.46601 0.47306 -0.33049
C 1.74146 -0.27542 -0.28713
F 1.79252 -1.43339 0.52449
Br 3.56971 0.44216 -0.42225
H -2.16497 0.90874 -0.03463
H -2.06469 -0.66148 1.09820
H -0.26292 -1.46294 -0.55777
H -1.11172 -0.19854 -1.71403
H 0.09040 0.55182 1.92135
H 0.40886 1.32198 -0.93456
```

Summary:
Frontier orbital gap (alpha / beta) = 0.29941 / 0.30570 Eh

Atomic partial charges in e from the Mulliken method, atoms 1 to 4: -0.0702, -0.7808, -0.8839, 0.4766


two | Entry from OMol25: one molecule with the formula C5H6BrF (the ωB97M-V functional and the def2-TZVPD basis).

The geometry in XYZ format:
```
13
C5H6BrF the ωB97M-V functional and the def2-TZVPD basis
C -1.68498 0.66121 -1.32718
C -0.62531 -0.03313 1.88269
C -0.70848 1.16100 -0.29839
C 0.10481 0.12215 0.56670
C 0.14455 -1.29112 -0.10114
F -2.16126 1.68890 -2.00789
Br 0.42027 -0.31181 3.39649
H -0.09584 1.97070 -0.82853
H -1.44348 1.74453 0.45516
H 1.07600 0.50833 0.62644
H 0.47369 -0.96475 -1.16194
H -0.89729 -1.67556 -0.04646
H 0.85583 -2.07781 0.31693
```

Summary:
Frontier orbital gap = 0.29386 Eh

Atomic partial charges in e from the Mulliken method, atoms 1 to 4: -0.1895, -0.4094, -0.5172, 0.3248


Least stable of them? two.